{
  "formula": "C11H12O3S",
  "method": "ωB97M-V/def2-TZVPD",
  "symbols": ["C", "C", "C", "S", "C", "O", "C", "C", "C", "C", "C", "C", "H", "H", "H", "H", "H", "H", "H", "H", "H", "H", "O", "C", "O", "H", "H"],
  "positions_angstrom": [[-0.33015, 0.64021, 3.53882], [-0.33156, 0.14189, 2.31869], [-1.40230, -0.15468, 1.35012], [-1.98749, 1.15599, 0.26044], [-0.64396, 1.49511, -0.94221], [-0.71529, 2.51022, -1.58132], [0.36511, 0.50513, -0.99589], [0.05981, -0.67761, -1.52379], [1.06726, -1.65831, -1.63947], [2.38181, -1.32803, -1.38135], [2.70004, -0.06975, -0.88908], [1.65693, 0.78202, -0.65757], [0.45359, 0.69133, 4.29794], [-1.23512, 1.15660, 3.83784], [0.64063, -0.21920, 2.04879], [-2.28020, -0.17102, 1.84978], [-1.29194, -1.10570, 0.82140], [-0.98416, -0.99966, -1.71071], [0.85600, -2.55839, -2.04516], [3.08049, -2.03827, -1.53615], [3.71273, 0.24410, -0.68393], [1.77266, 1.71014, -0.22982], [-2.64594, 0.62968, -2.63292], [-2.00916, 0.86896, -3.62702], [-1.34571, 1.94861, -3.97020], [-1.75064, 0.02720, -4.35582], [-1.57083, 2.59303, -3.32942]],
  "de_lowest_ev": 0.372,
  "multiplicity": 1,
  "homo_energy_ev": -9.14,
  "smiles": "C=CCSC(=O)c1ccccc1.O=CO",
  "homo_lumo_gap_ev": 9.766
}